17
Properties=species:S:1:pos:R:3 method="wB97M-V/def2-TZVPD" charge=+1 e_homo_ev="-15.32 / -15.27" s2=0.7635 orbital_gap_ha="0.3652 / 0.2161" energy_ha=-251.45765 spin_multiplicity=2 lumo_ev="-5.39 / -9.38" fmax_ev_per_a=6.67
N 1.2874 0.0582 1.1555
C -1.6767 -0.7813 -0.5614
C 0.6971 1.0771 0.2584
C 0.5682 0.4972 -1.1343
C -0.2569 -0.8380 -1.1381
C 1.0024 0.1776 2.4240
H 0.1036 1.1675 -1.8802
H 0.3928 1.0193 2.9069
H 1.5702 0.2750 -1.5773
H -2.4813 -0.1862 -1.1079
H 1.4689 -0.5974 3.0409
H -1.7051 -0.5657 0.5265
H 1.3675 1.9436 0.1220
H 0.3445 -1.6713 -0.7557
H -0.2699 -1.0730 -2.3010
H -0.3092 1.3094 0.6269
H -2.1036 -1.8121 -0.6055